Entry from the OMol25 dataset: a cluster of 2 separate species, C2H3N3 in total (wB97M-V/def2-TZVPD).

Results
orbital gap: 9.42 eV
E: -242.06912 a.u.
charge: 0
ΔE to the lowest compared entry with this formula, charge and spin: 127.74 kcal per mole

Positions of all 8 atoms, in Å:
C (0.2398, 0.2025, -0.1571)
C (-1.7230, -0.5616, 0.1373)
N (-2.3861, 0.6287, 0.5207)
N (-2.5230, 0.3268, -0.6553)
N (0.0797, 1.3938, 0.0779)
H (0.9272, -0.5510, -0.4527)
H (-1.5773, -1.4363, 0.6355)
H (0.9665, 1.8874, -0.0606)

=====

Entry from the OMol25 dataset: a cluster of 2 separate species, C4H12 in total (wB97M-V/def2-TZVPD).

Results
orbital gap: 12.51 eV
E: -159.56334 a.u.
structure (SMILES): CC.CC
charge: 0
ΔE to the lowest compared entry with this formula, charge and spin: 13.57 kcal per mole

Positions of all 16 atoms, in Å:
C (0.9920, -0.0523, -1.9011)
C (1.3570, -1.4290, -1.3870)
H (-0.0752, 0.1692, -1.9513)
H (1.2322, 0.7249, -1.1616)
H (1.5289, 0.2948, -2.7810)
H (0.5603, -1.8435, -0.7659)
H (1.4835, -2.1563, -2.1893)
H (2.2202, -1.4461, -0.7191)
C (-0.5937, 0.4555, 1.1940)
C (-1.7518, 0.9757, 2.0830)
H (0.3637, 0.5946, 1.6918)
H (-0.8109, -0.5723, 0.9046)
H (-0.6149, 0.9093, 0.2005)
H (-2.6468, 0.9189, 1.4754)
H (-1.6331, 2.0624, 2.1601)
H (-1.5885, 0.6046, 3.0850)